(1)
The following is a DFT calculation (ωB97M-V/def2-TZVPD) of the ion C10H18N3 with charge +1 at a distorted geometry.

## Properties
* SMILES: CC(C)[C@H](N)Cn1ccccc1=[NH2+]
* frontier orbital gap: 8.51 eV
* relative energy (zero: lowest compared OMol25 entry of this formula, charge and spin): 3.206 eV
* LUMO energy: -3.79 eV
* charge: +1

Geometry as XYZ:
```
31
Properties=species:S:1:pos:R:3:forces:R:3:lowdin_charge:R:1
C 0.403956 1.798116 -2.732726 -0.2881 0.0991 1.6017 -0.026
C 1.092306 1.118737 -1.391845 0.6367 0.5553 -2.1019 -0.339
C 2.053632 2.098730 -0.660155 -2.6064 -1.4759 1.3458 -0.043
C -0.009467 0.460723 -0.607024 1.9850 -1.9300 2.8102 -0.330
N -1.010341 1.284593 -0.093079 0.1416 0.5128 -0.0830 0.061
C 0.669217 -0.415429 0.880957 0.8880 0.5503 -2.6396 -0.015
N -0.318991 -1.313943 1.442277 -0.5697 2.1444 0.8356 -0.029
C -1.096457 -0.824439 2.471622 -0.2312 -2.5126 -1.3539 -0.027
C -2.122818 -1.544732 2.947734 -2.1168 2.1883 2.8363 -0.064
C -2.490621 -2.784632 2.471268 3.8521 -1.1473 -1.4694 -0.001
C -1.557368 -3.331604 1.570565 -0.7322 -1.0327 -1.8444 0.048
C -0.564347 -2.516278 0.935325 -0.8261 -0.2180 0.8042 -0.286
N 0.129606 -2.926272 -0.140958 -1.5235 -0.1744 1.3932 0.208
H 0.888284 2.751439 -2.935639 -0.0169 0.0292 0.0103 0.071
H -0.674607 1.987896 -2.549956 0.6253 0.1378 0.0263 0.068
H 0.392791 1.234023 -3.666212 0.5276 -0.4549 0.3574 0.071
H 1.696952 0.336060 -1.840759 0.1473 -0.4034 0.2708 0.118
H 1.462163 2.969798 -0.507751 -0.0227 1.1266 0.5340 0.071
H 2.496486 1.753633 0.284866 -0.7737 -0.2404 0.0544 0.084
H 2.902269 2.325883 -1.174003 2.0167 0.7485 -2.1955 0.046
H -0.340374 -0.348141 -1.221067 -0.6795 -0.7114 -0.3181 0.112
H -0.845008 2.221120 -0.485296 -1.3494 -0.5424 0.5410 0.103
H -1.917789 0.821994 -0.121118 0.1053 1.1787 -0.2722 0.106
H 1.546889 -1.105003 0.525141 -1.0799 1.8580 1.1504 0.143
H 0.834431 0.407202 1.639091 0.3868 -1.1773 -1.0967 0.131
H -0.898591 0.040535 2.983847 1.1700 2.1948 0.3665 0.112
H -2.651300 -1.018746 3.839257 0.6719 -1.3129 -1.7406 0.165
H -3.157733 -3.406156 2.970115 -1.5011 -0.7908 0.4380 0.105
H -1.605507 -4.363778 1.049514 -0.4132 1.6728 1.3957 0.156
H 0.200445 -3.895922 -0.163168 0.4052 -1.7234 -0.8413 0.104
H 0.729938 -2.355441 -0.645170 1.1708 0.8511 -0.8150 0.078
```
Positions in Å, forces in eV/Å.

---

(2)
The following is a DFT calculation (ωB97M-V/def2-TZVPD) of a cluster of 2 separate species, C10H18N3O in total at a distorted geometry.

## Properties
* frontier orbital gap: 7.75 eV
* relative energy (zero: lowest compared OMol25 entry of this formula, charge and spin): 1.797 eV
* LUMO energy: -3.03 eV
* charge: +1

Geometry as XYZ:
```
32
Properties=species:S:1:pos:R:3:forces:R:3:lowdin_charge:R:1
C 1.487992 -3.575614 -3.778523 -1.4445 -0.5075 0.5273 -0.052
C 0.727137 -0.207019 -1.325880 -0.8365 2.3736 -1.3071 -0.307
C -0.331758 -0.544987 -2.186369 2.1267 -1.8886 1.0001 0.003
C 2.037211 -0.643385 -1.494003 -0.5752 -1.1544 0.3834 -0.021
C -0.042401 -1.676493 -2.955505 -1.6543 -0.0004 -0.2549 -0.058
C 2.249190 -1.770629 -2.280073 -1.5169 0.1941 0.1755 -0.028
C 1.170020 -2.305474 -3.028207 2.1150 0.0376 0.6421 -0.282
O 0.448447 0.858116 -0.477265 0.5792 -0.3941 0.2719 -0.035
H 1.298334 1.194959 -0.159942 -0.1938 -0.0585 0.0767 0.095
H -1.332355 -0.161704 -2.113448 -0.0629 0.3056 0.0704 0.108
H 2.822870 -0.241566 -0.868687 0.0763 0.0370 0.0678 0.113
H -0.897712 -2.157981 -3.404160 -0.0406 0.0019 -0.6334 0.113
H 3.132049 -2.364330 -2.140960 0.6251 0.1654 -0.4777 0.113
H 2.526227 -3.524103 -4.113548 -0.3505 -0.4573 -0.1589 0.082
H 0.754316 -3.781377 -4.567530 0.5231 0.4251 -0.3361 0.080
H 1.275555 -4.444437 -3.115134 0.7640 0.4166 -0.1553 0.094
C -1.068336 2.884428 2.239020 1.9950 1.3448 -1.5803 -0.189
C -0.909564 3.059946 0.715143 -2.5467 0.3635 0.3941 -0.081
C -0.982678 0.507068 3.032438 0.1425 1.4885 1.3655 -0.415
N -0.320195 1.651397 2.680371 -0.9673 0.2488 1.2653 0.080
N -1.819690 -0.050058 2.207452 -1.0214 -1.2421 -1.7619 0.249
N -0.852724 0.061094 4.301346 -0.1492 -0.2224 -1.2301 0.215
H -0.530290 3.729900 2.688885 0.2325 -0.4372 0.1400 0.117
H -2.075603 3.099107 2.576151 -0.4423 -1.1314 0.1590 0.120
H -1.659773 2.402427 0.268232 0.2239 -0.1779 -0.3451 0.063
H 0.037206 2.783479 0.300596 0.3704 0.3637 0.1696 0.045
H 0.272278 1.948659 3.446885 0.2265 -0.3161 -0.1612 0.135
H -1.863594 0.143662 1.212965 0.6872 0.7052 0.1661 0.136
H -2.303742 -0.928090 2.345177 0.1623 0.1508 0.8717 0.148
H -0.549809 0.710565 5.004539 0.0816 -0.0915 0.1400 0.129
H -1.420479 -0.721138 4.583828 0.2021 -0.0896 0.2253 0.131
H -1.278126 4.063578 0.406208 0.6689 -0.4532 0.2902 0.099
```
Positions in Å, forces in eV/Å.

---

(3)
The following is a DFT calculation (ωB97M-V/def2-TZVPD) of a cluster of 2 separate species, C10H18N3O in total at a distorted geometry.

## Properties
* frontier orbital gap (alpha / beta): 10.48 / 7.07 eV
* relative energy (zero: lowest compared OMol25 entry of this formula, charge and spin): 1.606 eV
* LUMO energy (alpha / beta): -6.41 / -10.37 eV
* spin multiplicity: 2
* charge: +2

Geometry as XYZ:
```
32
Properties=species:S:1:pos:R:3:forces:R:3:lowdin_spin:R:1
C 0.437077 0.151017 2.800577 -0.4931 1.8414 1.5837 0.050
C -1.891881 -2.742431 0.703378 -0.5597 -2.3330 -0.9427 0.203
C -0.809304 -3.197842 1.519696 2.6904 1.0837 1.6261 0.081
C -2.290310 -1.398299 0.695568 0.7404 1.0142 1.1046 0.120
C -0.043313 -2.259511 2.181243 -0.6259 0.9006 0.0085 0.040
C -1.554621 -0.516510 1.485147 -2.2882 -0.5284 -1.3452 0.044
C -0.404810 -0.883846 2.162387 0.8569 0.1989 0.0288 0.234
O -2.562189 -3.592384 -0.104377 1.6683 1.2330 0.8304 0.191
H -0.283772 -4.121389 1.783921 -1.4950 -0.8593 -1.2294 0.000
H -1.929732 -4.311508 -0.286728 -0.6829 -0.5472 0.0248 0.002
H -3.105917 -1.089548 0.048326 -0.0254 -0.0556 0.2859 0.002
H 0.833292 -2.439726 2.804869 -0.2519 -0.7703 -0.3505 -0.001
H -1.957826 0.468080 1.562477 0.1594 0.7814 -0.0155 -0.002
H 0.173936 1.204646 2.600480 -0.5632 -0.4876 -0.5726 0.002
H 1.503051 0.180722 2.634181 0.4087 -0.9808 -0.0516 0.008
H 0.267127 0.205370 3.913478 0.3069 -0.7241 -0.6846 0.025
C -0.314827 0.553621 -1.605635 2.4437 0.2594 -0.8083 -0.001
C -0.712712 1.410536 -2.777626 -2.6159 -0.4558 -2.1499 0.000
C 1.861461 1.788847 -1.053458 0.6226 -0.5000 -0.5209 0.000
N 0.690918 1.239101 -0.702932 -0.2712 0.1246 -0.1817 0.001
N 2.460831 1.461609 -2.204385 -1.3408 -0.2368 0.8985 0.000
N 2.506780 2.578811 -0.165912 -0.3690 0.5505 -0.3125 0.000
H -1.143782 0.339214 -0.954450 -0.0746 -0.3808 -0.0515 0.000
H 0.137779 -0.365786 -2.118677 -0.4939 0.8071 1.7118 0.000
H -1.828340 1.573735 -2.812921 1.1601 0.4371 0.4384 0.000
H -0.633533 0.805341 -3.684648 0.1318 -0.2898 -0.0043 0.000
H 0.308376 1.673055 0.128204 -0.0973 -0.3052 -0.0781 0.000
H 1.944659 0.807338 -2.775441 0.5870 0.1380 -0.3634 0.000
H 3.320641 1.882363 -2.510154 0.0543 -0.0793 -0.1232 0.000
H 1.920000 3.196866 0.374013 -0.1146 -0.1300 0.3409 0.000
H 3.296975 3.107581 -0.507272 0.2348 -0.2341 -0.0876 0.000
H -0.196036 2.290926 -3.133328 0.2974 0.5279 0.9910 0.000
```
Positions in Å, forces in eV/Å.

---

(4)
The following is a DFT calculation (ωB97M-V/def2-TZVPD) of a structure of composition C10H18N3O5PRu at a distorted geometry.

## Properties
* frontier orbital gap (alpha / beta): 8.01 / 5.37 eV
* relative energy (zero: lowest compared OMol25 entry of this formula, charge and spin): 0.000 eV
* LUMO energy (alpha / beta): -8.88 / -15.38 eV
* spin multiplicity: 6
* charge: +3

Geometry as XYZ:
```
38
Properties=species:S:1:pos:R:3:forces:R:3:lowdin_spin:R:1
O -0.465304 -2.437838 -2.854377 0.1147 3.0229 -0.3368 0.108
C -0.409872 -1.278580 -2.833553 0.0454 -4.2264 1.0052 0.155
Ru -0.295557 0.660866 -2.996481 -1.3918 -0.4465 0.8751 1.843
O -1.711028 0.499470 -5.683909 2.1752 0.2399 3.9446 0.119
C -1.178383 0.563442 -4.654407 -4.2309 -0.3670 -7.0698 0.109
C 1.442543 0.675660 -3.746499 7.1411 0.1234 -2.5993 0.121
O 2.498548 0.669812 -4.231329 -4.0377 0.0072 1.6950 0.118
C -0.601551 2.596722 -2.880321 -0.5150 5.5579 0.9552 0.124
O -0.772176 3.739260 -2.859159 0.5119 -3.7838 -0.3458 0.075
C -2.401684 -0.699066 0.081921 -0.3640 0.3309 1.0236 0.093
N -1.048364 -1.101334 0.494031 -2.0055 -1.9930 -1.2075 0.590
C -0.776845 -2.531252 0.351299 -0.7347 -0.3148 -0.1494 0.084
P 0.114016 0.083017 0.490879 3.1326 2.7624 -1.8427 0.066
O 0.296108 0.871128 -0.778599 -0.7943 -1.0986 2.0208 0.216
N -0.396471 1.132176 1.667174 -0.6244 0.1319 0.7852 0.411
C -0.089452 2.559548 1.578319 0.7356 0.4156 0.2601 0.058
C -1.081239 0.678212 2.877518 0.2522 -0.3416 0.6207 0.060
N 1.558018 -0.661630 0.815751 -0.4844 0.3221 1.0186 0.287
C 2.783595 -0.045922 0.291246 0.4379 0.4282 -0.7339 0.035
C 1.793117 -1.402004 2.056522 0.3002 -0.7254 0.6026 0.026
H -3.117646 -1.427392 0.482202 0.1448 -0.0181 -0.1580 0.016
H -2.498830 -0.675081 -1.017366 0.2788 -0.1790 0.1200 0.059
H -2.659312 0.290831 0.475135 0.1956 -0.0670 -0.2176 0.007
H 0.004238 -2.734022 -0.392579 0.1845 0.2088 0.2258 0.033
H -0.487075 -2.974020 1.312336 0.0662 0.1044 -0.0338 0.036
H -1.705270 -3.016546 0.023131 0.3123 0.1157 0.1131 0.002
H -0.900876 3.119326 1.083160 0.0952 -0.3102 -0.0062 0.032
H 0.046366 2.961018 2.590263 -0.1484 -0.1562 -0.2271 0.004
H 0.846574 2.718628 1.025057 -0.3490 -0.0189 -0.0901 0.013
H -2.178694 0.768310 2.790528 0.2823 0.1199 -0.1054 0.029
H -0.831723 -0.369680 3.102129 -0.1500 0.2071 -0.1171 0.009
H -0.752613 1.285146 3.733110 -0.1520 -0.1149 -0.2627 0.008
H 3.078978 0.845080 0.872572 -0.0820 -0.2950 -0.0553 0.018
H 3.585591 -0.788916 0.366577 -0.1899 0.1573 0.0205 0.009
H 2.656203 0.236544 -0.759490 0.0089 -0.0574 0.3918 0.004
H 1.747801 -0.755592 2.949708 0.0417 -0.1034 -0.2990 0.014
H 1.098493 -2.240472 2.180186 0.1967 0.3135 0.0292 0.005
H 2.809768 -1.814848 1.997299 -0.4000 0.0481 0.1506 0.003
```
Positions in Å, forces in eV/Å.